{
  "formula": "C52H96O26",
  "method": "the ωB97M-V functional and the def2-TZVPD basis",
  "symbols": ["O", "C", "O", "C", "C", "C", "H", "H", "H", "H", "H", "H", "H", "H", "O", "C", "O", "C", "C", "C", "H", "H", "H", "H", "H", "H", "H", "H", "O", "C", "O", "C", "C", "C", "H", "H", "H", "H", "H", "H", "H", "H", "O", "C", "O", "C", "C", "C", "H", "H", "H", "H", "H", "H", "H", "H", "O", "C", "O", "C", "C", "C", "H", "H", "H", "H", "H", "H", "H", "H", "O", "C", "O", "C", "C", "C", "H", "H", "H", "H", "H", "H", "H", "H", "O", "C", "O", "C", "C", "C", "H", "H", "H", "H", "H", "H", "H", "H", "O", "C", "O", "C", "C", "C", "H", "H", "H", "H", "H", "H", "H", "H", "O", "C", "O", "C", "C", "C", "H", "H", "H", "H", "H", "H", "H", "H", "O", "C", "O", "C", "C", "C", "H", "H", "H", "H", "H", "H", "O", "C", "O", "C", "C", "C", "H", "H", "H", "H", "H", "H", "O", "C", "O", "C", "C", "C", "H", "H", "H", "H", "H", "H", "O", "C", "O", "C", "C", "C", "H", "H", "H", "H", "H", "H"],
  "positions_angstrom": [[8.9320, 13.9921, -21.8415], [8.8267, 13.0216, -21.0873], [9.1461, 11.7924, -21.3787], [9.6157, 11.4402, -22.6816], [9.7102, 9.9260, -22.7663], [8.3983, 13.2507, -19.6614], [10.5703, 11.9218, -22.8929], [8.8911, 11.6303, -23.4734], [9.9515, 9.6264, -23.7862], [8.8257, 9.3752, -22.4462], [10.5281, 9.5743, -22.1375], [8.6470, 12.3378, -19.1202], [7.3159, 13.3749, -19.6936], [8.8129, 14.1377, -19.1826], [13.5000, 0.3162, -27.9248], [14.5165, 0.3814, -27.2648], [14.5715, 0.9284, -26.0668], [13.4014, 1.2337, -25.3895], [13.6228, 1.0050, -23.8534], [15.8942, -0.1068, -27.7413], [12.5479, 0.6602, -25.7510], [13.2287, 2.2934, -25.5775], [14.4517, 1.5448, -23.3955], [13.8413, -0.0354, -23.6128], [12.7603, 1.3292, -23.2712], [16.6221, 0.7045, -27.7511], [15.9443, -0.5599, -28.7314], [16.2422, -0.8300, -27.0037], [17.6634, -1.9259, -20.2544], [18.4839, -1.4953, -19.3977], [18.6865, -1.8324, -18.0695], [18.0625, -3.0591, -17.6063], [17.5448, -2.7438, -16.2213], [19.2734, -0.2548, -19.7161], [18.8452, -3.8117, -17.5111], [17.3879, -3.5601, -18.3006], [18.3488, -2.3759, -15.5838], [17.1645, -3.6232, -15.7017], [16.8428, -1.9100, -16.2281], [20.3552, -0.2775, -19.5850], [18.7766, 0.6250, -19.3070], [19.0865, 0.0377, -20.7494], [21.4067, 3.7349, -16.5302], [22.5718, 3.4219, -16.3362], [23.0998, 3.0372, -15.1788], [22.3754, 2.7589, -13.9889], [22.0353, 1.2402, -14.0463], [23.5900, 3.4612, -17.4497], [21.5140, 3.4040, -13.8155], [23.0620, 2.8244, -13.1449], [21.6222, 0.9303, -13.0864], [22.9054, 0.6074, -14.2211], [21.3543, 1.0315, -14.8714], [23.1880, 2.9649, -18.3330], [24.5116, 2.9650, -17.1454], [23.6452, 4.5240, -17.6850], [4.0074, 1.2267, -16.7767], [5.1226, 0.8438, -16.5855], [6.2456, 1.5286, -16.8013], [6.1981, 2.9699, -16.8251], [7.6257, 3.5557, -16.9895], [5.3577, -0.5663, -16.2656], [5.7206, 3.3489, -15.9215], [5.5702, 3.2281, -17.6778], [8.2055, 3.0884, -17.7855], [8.2871, 3.4180, -16.1341], [7.5101, 4.6368, -17.0678], [4.3809, -1.0441, -16.3400], [5.8310, -0.6971, -15.2925], [5.9361, -1.1138, -17.0098], [9.8194, -1.4959, -13.3856], [11.0400, -1.7070, -13.2572], [11.8374, -1.5890, -14.2554], [11.3817, -0.8919, -15.4241], [12.2540, -1.0955, -16.6522], [11.7538, -2.0420, -11.9404], [11.1895, 0.1589, -15.2075], [10.3827, -1.2561, -15.6639], [13.2764, -0.7190, -16.6200], [11.7734, -0.7705, -17.5750], [12.3377, -2.1780, -16.7478], [12.7133, -2.5075, -12.1661], [11.2951, -2.8078, -11.3149], [12.0333, -1.1634, -11.3590], [16.8215, 11.1547, -23.4021], [15.9803, 12.0332, -23.6877], [15.3908, 12.9064, -22.8149], [15.8665, 13.0343, -21.4585], [14.9035, 13.8467, -20.6147], [15.4222, 12.0937, -25.1007], [16.8339, 13.5362, -21.4371], [15.9574, 12.0384, -21.0247], [15.2088, 13.9876, -19.5778], [13.8940, 13.4355, -20.6187], [14.7567, 14.8431, -21.0317], [15.5880, 13.0687, -25.5589], [14.3516, 11.8926, -25.0630], [15.7987, 11.2670, -25.7030], [13.6658, 5.1423, -18.4666], [14.8041, 4.7068, -18.5450], [15.6314, 4.6948, -19.6471], [15.2570, 5.4825, -20.8117], [16.3943, 5.2251, -21.8706], [15.4977, 3.8405, -17.5394], [15.2501, 6.5553, -20.6191], [14.2971, 5.1494, -21.2064], [16.1788, 5.5528, -22.8876], [16.6700, 4.1715, -21.9160], [17.2982, 5.7744, -21.6070], [16.0460, 3.0579, -18.0639], [14.7854, 3.4755, -16.7995], [16.3057, 4.4013, -17.0696], [18.6526, 8.1523, -29.8314], [19.7000, 7.9531, -29.2429], [20.0608, 6.9477, -28.4575], [19.0214, 6.0038, -28.2026], [19.6099, 5.0512, -27.2289], [20.7839, 8.9841, -29.4174], [18.6450, 5.4591, -29.0684], [18.1622, 6.4741, -27.7244], [20.4183, 4.4514, -27.6470], [18.9430, 4.2600, -26.8864], [20.1522, 5.4549, -26.3739], [20.7982, 9.6357, -28.5437], [20.6613, 9.6381, -30.2807], [21.7337, 8.5086, -29.6623], [15.1658, 3.1540, -10.6774], [15.9173, 4.1671, -10.5699], [15.8269, 5.2719, -11.2793], [16.8672, 6.1754, -11.0997], [17.5801, 5.6745, -9.7994], [17.0111, 4.3531, -9.5336], [16.5415, 7.1924, -10.8810], [17.4469, 6.2053, -12.0223], [17.5338, 6.4389, -9.0237], [18.6453, 5.5430, -9.9890], [16.5876, 4.3287, -8.5296], [17.7348, 3.5427, -9.6208], [18.1006, 12.0315, -15.7588], [18.5792, 11.0335, -16.3441], [17.9164, 9.8558, -16.4862], [18.7444, 8.8793, -17.1522], [20.1515, 9.4105, -16.9914], [19.9988, 10.9230, -16.9485], [18.5219, 8.8634, -18.2191], [18.7029, 7.8632, -16.7598], [20.8243, 9.0479, -17.7686], [20.6008, 9.1155, -16.0431], [19.9162, 11.3788, -17.9352], [20.7748, 11.4506, -16.3939], [10.4733, 12.8496, -13.9762], [10.7321, 11.7071, -14.3197], [11.3227, 11.4319, -15.5516], [11.3903, 10.0321, -15.7901], [11.4696, 9.4921, -14.4023], [10.6003, 10.4046, -13.5413], [12.2493, 9.8105, -16.4234], [10.4673, 9.6868, -16.2559], [12.5036, 9.5508, -14.0628], [11.0256, 8.4967, -14.4199], [10.9548, 10.6107, -12.5314], [9.5592, 10.0903, -13.4678], [23.1183, 12.2598, -22.0465], [23.0488, 11.2863, -22.7823], [22.9088, 10.0605, -22.2795], [22.7668, 9.0466, -23.2911], [22.7285, 9.8821, -24.5260], [23.3213, 11.2423, -24.2732], [21.7952, 8.5586, -23.2147], [23.6134, 8.3748, -23.1498], [21.7099, 10.0468, -24.8774], [23.2074, 9.3946, -25.3751], [22.8513, 12.1223, -24.7123], [24.4048, 11.2147, -24.3885]],
  "atomic_forces_ev_per_a": [[-0.15, -1.88, 0.35], [0.62, 4.20, -0.49], [-0.02, -1.44, -0.04], [-0.64, -0.96, -0.83], [1.07, -0.33, 0.67], [-0.32, -1.19, -0.08], [-0.15, 0.10, 0.04], [-0.12, 1.14, 0.29], [-0.06, 0.10, -0.05], [-0.21, 0.41, -0.07], [0.07, -0.16, 0.06], [-0.19, 0.22, 0.42], [-0.08, -0.07, 0.19], [0.22, -0.15, -0.44], [0.56, -0.16, 0.50], [-0.18, -0.28, -2.25], [1.82, -0.76, 0.28], [-0.82, 0.82, 2.09], [0.01, 0.02, -0.47], [-0.08, 0.13, 0.54], [0.15, -0.03, -0.06], [-0.41, 0.05, 0.10], [0.22, 0.34, -0.59], [-0.29, -0.15, -0.24], [-0.27, -0.17, -0.25], [-0.14, 0.17, 0.24], [-0.68, 0.06, 0.15], [0.11, -0.04, -0.02], [2.67, 0.27, 3.79], [-2.00, 0.36, -1.70], [-0.97, -0.95, -2.61], [0.72, -0.46, 0.78], [0.02, 0.24, 0.31], [-0.29, 0.77, -1.24], [0.42, 0.16, 0.05], [-0.48, 0.96, -0.14], [0.33, -0.08, -0.18], [-0.35, 0.05, -0.23], [-0.42, -0.33, -0.12], [-0.26, -0.04, 0.57], [0.37, -0.13, 1.13], [0.22, -0.80, -0.40], [1.05, -0.41, 0.78], [-1.69, 0.16, -0.73], [0.99, 0.45, 0.04], [-0.18, -2.09, 0.15], [-0.40, 0.64, 0.00], [-0.38, -0.19, 0.39], [0.01, -0.06, -0.37], [0.21, 0.67, -0.27], [-0.30, -0.05, -0.11], [0.30, 0.40, 0.05], [-0.28, 0.02, 0.20], [-0.12, 0.00, 0.13], [0.10, 0.51, -0.15], [0.66, -0.07, -0.13], [-0.74, 1.48, 0.17], [0.13, -0.46, -1.17], [0.87, 0.52, 0.84], [0.55, -0.01, -0.65], [-0.50, -0.52, 0.63], [-0.05, -1.62, 0.11], [0.00, -0.12, 0.05], [0.04, 0.31, 0.03], [-0.46, 0.34, -0.48], [-0.43, -0.23, 0.46], [0.15, -0.03, -0.53], [0.04, -0.01, 0.60], [-0.08, -0.09, -0.03], [0.49, 0.44, -0.03], [2.34, -0.50, 0.85], [-4.16, 0.50, 1.86], [2.78, 0.48, -1.90], [-1.35, 0.43, -0.89], [0.32, -1.15, 0.50], [0.80, -0.83, -0.60], [0.45, 0.09, 0.42], [0.03, -0.24, 0.02], [-0.15, 0.29, 0.25], [-0.15, 0.32, 0.28], [0.19, -0.16, -0.21], [0.16, 0.13, -0.37], [-0.73, 0.50, -0.12], [-0.53, 0.17, -0.11], [-1.99, 2.73, 0.04], [1.42, -2.38, 0.72], [0.46, -0.26, -0.96], [0.14, -0.41, 0.68], [-0.89, 0.52, -0.71], [-0.46, -0.03, 0.48], [0.14, -0.23, -0.30], [0.24, -0.05, -0.15], [0.31, -0.32, -0.13], [0.06, -0.37, 0.10], [0.27, 0.14, -0.09], [-0.03, -0.11, -0.03], [-0.18, 0.42, 0.16], [0.52, 0.33, 0.18], [2.11, -0.06, -0.51], [-0.96, -0.95, -0.77], [-1.07, 1.46, -0.04], [1.35, -0.61, -1.27], [-0.22, 0.12, 0.69], [0.23, 0.20, 0.43], [-0.29, -0.13, 0.44], [-0.05, 0.05, 0.26], [-0.55, 0.03, 0.12], [-0.20, -0.05, 0.07], [0.00, -0.02, 0.30], [-0.42, -0.22, 0.06], [0.24, -0.02, -0.06], [-0.18, 0.22, 0.29], [0.18, -1.49, 1.17], [-0.19, 2.41, -2.05], [-0.80, 0.03, -0.55], [-0.52, -0.53, 1.15], [1.35, -1.95, 0.65], [0.80, 0.04, -0.33], [0.34, 0.41, -0.37], [0.02, 0.45, -0.28], [0.09, 0.06, -0.72], [-0.48, 0.39, 0.11], [-0.66, 0.66, 0.17], [0.47, -0.22, 0.15], [-0.85, -0.19, 0.07], [0.26, -0.06, 0.84], [2.71, 4.00, -0.03], [-2.31, -4.02, 1.14], [-1.95, -0.20, -1.47], [1.27, 0.66, 1.31], [2.07, 1.61, -1.44], [-0.78, -1.26, 0.73], [-0.65, -0.15, -0.42], [0.29, -0.14, 0.20], [-0.41, -0.32, 0.13], [0.12, 0.31, -0.10], [-0.24, -0.46, -0.12], [-0.13, -0.04, 0.06], [1.21, -3.53, -2.08], [-0.40, 3.14, 2.07], [-0.05, 0.00, 0.12], [0.98, 0.46, -0.42], [1.17, 0.18, 0.03], [-1.20, -0.26, -0.04], [-0.46, -0.02, 0.02], [-0.75, 0.28, 0.33], [-0.09, 0.04, -0.09], [-0.17, -0.26, 0.11], [0.15, -0.04, -0.18], [-0.37, -0.01, 0.10], [0.43, -2.31, -0.74], [0.05, 1.85, -0.27], [-0.71, 1.29, 0.39], [-0.36, 0.50, 0.30], [-0.27, -1.34, 0.88], [0.31, 0.82, -0.58], [-0.10, 0.08, 0.09], [-0.03, 0.11, -0.36], [-0.07, -0.48, 0.13], [0.72, -0.34, 0.38], [0.06, -0.25, -0.07], [-0.03, 0.06, -0.16], [-0.46, -1.38, -1.17], [1.51, 2.46, 1.62], [-0.73, -0.69, 0.95], [-0.03, 1.05, 0.51], [-0.26, -0.19, -3.52], [-0.23, -0.45, 1.59], [0.29, -0.32, 0.56], [-0.17, -0.13, -0.35], [-0.25, -0.25, 0.28], [0.09, -0.17, -0.01], [0.21, -0.35, -0.36], [0.02, 0.41, -0.09]],
  "mulliken_charge": [-0.59, 0.67, -0.26, -0.12, -1.22, -0.86, 0.30, 0.26, 0.38, 0.32, 0.31, 0.27, 0.25, 0.30, -0.57, 0.76, -0.28, -0.24, -1.08, -0.96, 0.34, 0.25, 0.25, 0.31, 0.36, 0.24, 0.32, 0.28, -0.59, 0.76, -0.25, -0.25, -1.08, -1.02, 0.26, 0.37, 0.28, 0.37, 0.27, 0.30, 0.22, 0.36, -0.61, 0.72, -0.34, -0.17, -1.08, -0.86, 0.31, 0.25, 0.38, 0.30, 0.27, 0.29, 0.30, 0.24, -0.55, 0.69, -0.24, -0.21, -1.16, -0.96, 0.30, 0.29, 0.30, 0.31, 0.36, 0.33, 0.25, 0.29, -0.62, 0.81, -0.28, -0.22, -1.14, -1.02, 0.32, 0.29, 0.28, 0.37, 0.32, 0.33, 0.32, 0.25, -0.59, 0.71, -0.27, -0.09, -1.19, -0.93, 0.26, 0.28, 0.37, 0.29, 0.32, 0.29, 0.25, 0.31, -0.59, 0.69, -0.20, -0.22, -1.21, -0.93, 0.30, 0.30, 0.39, 0.32, 0.31, 0.26, 0.31, 0.25, -0.55, 0.68, -0.25, -0.08, -1.28, -0.95, 0.29, 0.28, 0.34, 0.37, 0.31, 0.20, 0.33, 0.32, -0.64, 0.51, -0.32, -0.32, -0.47, -0.32, 0.25, 0.26, 0.31, 0.23, 0.21, 0.28, -0.62, 0.51, -0.30, -0.34, -0.54, -0.39, 0.25, 0.31, 0.34, 0.27, 0.23, 0.30, -0.59, 0.52, -0.34, -0.36, -0.44, -0.42, 0.31, 0.24, 0.26, 0.31, 0.26, 0.26, -0.61, 0.51, -0.35, -0.32, -0.54, -0.36, 0.22, 0.31, 0.24, 0.38, 0.29, 0.24],
  "e_homo_ha": -0.36460,
  "lumo_ev": -0.21,
  "homo_lumo_gap_ha": 0.3568,
  "total_charge": 0,
  "total_energy_ha": -3995.1722,
  "de_lowest_ev": 3.577
}